1.
Formula: C20H35ClMgN5O4
Source: OMol25
Level of theory: ωB97M-V with the def2-TZVPD basis set

Structure (XYZ):
```
66
Properties=species:S:1:pos:R:3:mulliken_charge:R:1
Mg 1.2610 -3.9466 0.4916 1.19
Cl 0.6811 -0.5300 0.5073 1.56
O 1.5839 0.3890 -0.1335 -0.61
O 0.9131 -0.6087 1.9326 -0.73
O -0.6480 -0.1271 0.2370 -0.42
O 0.9138 -1.8298 -0.0736 -0.38
C -0.5354 3.1359 5.4993 -1.20
C -1.6732 2.3696 4.9487 -0.60
C -1.3511 1.7525 3.5714 0.49
C -1.0828 2.7216 2.5487 0.18
N -0.8091 3.5232 1.7231 -0.57
H -0.3451 3.9078 4.7535 0.36
H 0.4317 2.6754 5.7010 0.28
H -0.9408 3.6376 6.3779 0.36
H -2.5858 2.9619 4.8818 0.32
H -1.8997 1.5778 5.6628 0.37
H -2.2207 1.1572 3.2928 -0.11
H -0.4976 1.0752 3.6005 0.20
C -1.4196 2.1172 -4.4950 -1.32
C -0.7527 0.6807 -4.3293 -0.58
C -1.2059 0.0530 -2.9824 0.52
C -2.6436 -0.2450 -2.8649 0.30
N -3.7283 -0.5278 -2.7659 -0.47
H -1.0007 2.6544 -5.3459 0.37
H -1.3854 2.7413 -3.6021 0.34
H -2.4937 2.0871 -4.6780 0.36
H 0.3268 0.8284 -4.3587 0.31
H -0.9204 0.0212 -5.1808 0.38
H -0.8235 0.6696 -2.1690 0.17
H -0.6152 -0.8566 -2.8739 -0.37
C 1.7251 -2.3506 -4.5400 -0.68
C 3.0863 -3.0177 -4.4820 -0.55
C 3.0237 -4.3034 -3.7344 -0.57
C 2.6975 -4.1694 -2.3061 0.52
N 2.4151 -4.0470 -1.1873 -0.41
H 1.0023 -2.8689 -5.1701 0.36
H 1.8158 -1.3516 -4.9665 0.31
H 1.3566 -2.2458 -3.5196 0.00
H 3.8626 -2.3803 -4.0585 0.34
H 3.4695 -3.2744 -5.4696 0.35
H 3.9626 -4.8429 -3.8583 0.39
H 2.2736 -4.9655 -4.1669 0.31
C 4.7231 2.2236 1.8294 -1.28
C 3.5374 1.9119 2.7800 -0.25
C 2.2895 2.7199 2.4150 0.84
C 2.4783 4.2009 2.2721 0.00
N 2.6076 5.3480 2.1503 -0.53
H 5.6204 1.7332 2.2070 0.37
H 4.9672 3.2839 1.7634 0.39
H 4.5631 1.9113 0.7974 0.28
H 3.8748 2.1292 3.7934 0.36
H 3.3370 0.8535 2.6133 0.15
H 1.4652 2.5455 3.1065 -0.27
H 1.9012 2.4103 1.4447 -0.10
C -4.0929 -1.1314 1.8449 -1.44
C -3.9160 -1.4937 0.3389 0.04
C -3.3100 -2.9447 0.1765 -0.03
C -4.2966 -3.9595 0.5643 0.07
N -5.0639 -4.7830 0.9567 -0.46
H -3.2385 -1.1267 2.5218 0.32
H -4.8834 -1.6553 2.3823 0.42
H -4.3648 -0.0760 1.8571 0.39
H -3.1780 -0.7979 -0.0602 -0.17
H -4.8665 -1.2520 -0.1367 0.41
H -2.4191 -3.0947 0.7862 0.05
H -2.9591 -3.2048 -0.8222 0.37
```

The multiplicity is 1. For the energy above the lowest of the compared OMol25 structures with the same formula, charge and spin, the calculation gives 7.8491 eV. Its frontier orbital gap is 4.51 eV. The charge is +1.

2.
Formula: C20H35PS3W
Source: OMol25
Level of theory: ωB97M-V with the def2-TZVPD basis set

Structure (XYZ):
```
60
Properties=species:S:1:pos:R:3:lowdin_spin:R:1
W -0.0927 0.2238 -0.8658 1.89
C 0.2037 -2.1729 -3.3635 0.02
C 1.5994 -1.6252 -3.1180 0.02
S 1.7180 0.0993 -2.5383 0.01
C 1.1002 1.1849 -3.8735 0.00
C -0.3931 1.1519 -4.1398 0.00
S -1.3846 1.4342 -2.6196 0.00
C -2.8139 0.3278 -2.8280 0.02
C -2.4819 -1.1574 -2.9861 0.02
S -1.0124 -1.7472 -2.0414 0.04
H -0.2189 -1.8207 -4.3008 0.00
H 0.2285 -3.2624 -3.3941 0.00
H 2.1380 -2.1886 -2.3561 0.00
H 2.2001 -1.6891 -4.0295 0.00
H 1.4478 2.1761 -3.5749 0.00
H 1.6603 0.9260 -4.7762 0.00
H -0.6678 1.9602 -4.8199 0.00
H -0.7238 0.2167 -4.5818 0.00
H -3.4359 0.5227 -1.9539 0.00
H -3.3769 0.6944 -3.6901 0.00
H -3.3185 -1.7666 -2.6445 0.00
H -2.2848 -1.4360 -4.0203 0.00
C -0.0835 -0.5989 4.2475 -0.01
C -0.7898 -1.1711 3.0151 -0.01
C -2.3081 -1.0686 3.0781 0.00
C -0.2994 -2.5621 2.6418 0.00
P -0.1361 0.0388 1.6388 -0.05
C 1.6113 -0.0022 1.3598 -0.01
C 2.5916 0.8337 1.9126 0.01
C 3.9066 0.6536 1.5311 -0.01
C 4.2651 -0.3126 0.5683 0.00
C 3.3121 -1.1146 -0.0091 0.00
C 1.9666 -0.9684 0.3913 0.00
C -0.7715 1.7630 1.4708 0.02
C -2.0740 1.4753 0.7010 -0.01
C -1.0472 2.5886 2.7337 0.01
C 0.1953 2.5351 0.5503 0.01
H -0.4182 -1.2216 5.0851 0.00
H -0.3780 0.4252 4.4776 0.00
H 1.0017 -0.6890 4.1959 0.00
H -2.6275 -1.7565 3.8662 0.00
H -2.7894 -1.3948 2.1550 0.00
H -2.6532 -0.0752 3.3655 0.00
H -0.5911 -3.2174 3.4686 0.00
H 0.7870 -2.6196 2.5625 0.00
H -0.7794 -2.9481 1.7415 0.00
H 2.3444 1.5752 2.6634 0.00
H 4.6864 1.2465 1.9958 0.00
H 5.3102 -0.4419 0.3124 0.00
H 3.6086 -1.8972 -0.6970 0.00
H 1.2522 -1.7696 0.1591 0.01
H -2.8392 1.0124 1.3249 0.00
H -1.9750 0.6475 -0.0961 0.00
H -2.4703 2.3400 0.1674 0.00
H -1.7755 2.0970 3.3786 0.00
H -1.4554 3.5634 2.4561 0.00
H -0.1331 2.7553 3.3047 0.00
H 0.6316 2.0009 -0.3519 0.01
H 1.1216 2.8196 1.0433 0.00
H -0.2882 3.4061 0.1061 0.00
```

The multiplicity is 3. For the energy above the lowest of the compared OMol25 structures with the same formula, charge and spin, the calculation gives 0.0631 eV. Its frontier orbital gap (spin up / spin down) is 6.96 / 6.94 eV. The charge is +4.

3.
Formula: C20H36AuN4P2S
Source: OMol25
Level of theory: ωB97M-V with the def2-TZVPD basis set

Structure (XYZ):
```
64
Properties=species:S:1:pos:R:3:lowdin_spin:R:1
Au 1.7151 1.1445 0.2927 0.36
C 1.7753 -1.8622 2.2033 0.00
P 0.7389 -0.4771 1.6610 0.10
C -0.4952 -1.3336 0.6366 0.02
N -1.4533 -1.9285 1.2978 0.01
C -2.4227 -2.5590 0.6120 0.00
C -3.4888 -3.1864 1.2869 0.00
C -4.4613 -3.8140 0.5576 0.00
C -4.4194 -3.8310 -0.8504 0.00
C -3.3989 -3.2267 -1.5318 0.00
C -2.3721 -2.5832 -0.8148 0.00
N -1.3492 -1.9996 -1.4641 0.00
C -0.4302 -1.3746 -0.7767 0.00
P 0.9526 -0.6157 -1.7070 0.06
C 1.7410 -2.1688 -2.2864 0.02
C 0.1328 0.1337 -3.2310 0.01
C -0.8249 1.1870 -2.6685 0.00
C -0.6390 -0.8171 -4.1367 0.00
C 1.2702 0.7872 -4.0307 0.00
C -0.1407 0.2422 3.1423 0.02
C -1.0840 1.2853 2.5420 0.01
C 0.9449 0.9219 3.9831 0.00
C -0.9217 -0.7546 3.9915 0.01
H 1.1374 -2.6838 2.5383 0.00
H 2.4407 -1.5243 2.9974 0.00
H 2.3846 -2.1752 1.3539 0.00
H -3.5151 -3.1591 2.3663 0.00
H -5.2786 -4.3050 1.0627 0.00
H -5.2071 -4.3328 -1.3922 0.00
H -3.3531 -3.2328 -2.6089 0.00
H 0.9887 -2.8701 -2.6483 0.00
H 2.2925 -2.6078 -1.4542 0.00
H 2.4545 -1.9191 -3.0700 0.00
H -1.6820 0.7035 -2.2036 0.00
H -1.1948 1.8320 -3.4624 0.00
H -0.3353 1.8025 -1.9119 0.00
H -1.4177 -1.3422 -3.5927 0.00
H 0.0183 -1.5431 -4.6060 0.00
H -1.1071 -0.2257 -4.9220 0.00
H 2.0287 1.2217 -3.3766 0.00
H 0.8744 1.5689 -4.6775 0.00
H 1.7611 0.0499 -4.6629 0.00
H -0.5266 2.0105 1.9478 0.01
H -1.6080 1.8161 3.3331 0.00
H -1.8275 0.8065 1.9062 0.00
H 1.6835 1.4031 3.3405 0.00
H 1.4577 0.2028 4.6187 0.00
H 0.4952 1.6729 4.6315 0.00
H -1.6560 -1.2902 3.3971 0.00
H -1.4442 -0.1985 4.7688 0.00
H -0.2605 -1.4699 4.4754 0.00
N 2.1407 2.9095 -1.1097 0.03
C 1.6353 4.1688 -0.5603 0.01
C 2.3210 4.4222 0.7816 0.00
N 2.0650 3.2957 1.6779 0.02
H 3.1494 2.9764 -1.2133 0.00
H 1.7376 2.7340 -2.0265 0.00
H 0.5568 4.0733 -0.4195 0.00
H 1.8272 5.0134 -1.2298 0.00
H 1.9741 5.3738 1.1984 0.00
H 3.3965 4.4935 0.6071 0.00
H 1.2739 3.4908 2.2820 0.00
H 2.8761 3.1229 2.2620 0.01
S 4.0730 0.5453 0.8927 1.29
```

The multiplicity is 3. For the energy above the lowest of the compared OMol25 structures with the same formula, charge and spin, the calculation gives 1.2213 eV. Its frontier orbital gap (spin up / spin down) is 6.84 / 5.70 eV. The charge is +1.

4.
Formula: C20H36BBrCl21IN5O2
Source: OMol25
Level of theory: ωB97M-V with the def2-TZVPD basis set

Structure (XYZ):
```
87
Properties=species:S:1:pos:R:3:mulliken_charge:R:1
C -0.5461 -4.8614 3.1416 -1.17
C 0.6628 -4.9880 2.2258 -0.53
N 0.6847 -4.0639 1.1008 -0.62
N 1.4687 -2.8973 1.2943 1.41
C 0.7416 -1.7711 1.4818 -0.20
N -0.5166 -1.8013 1.8034 0.16
C -1.4029 -0.6616 1.9540 -1.88
C -1.7880 -0.0179 0.6175 0.05
C -1.9795 -1.0457 -0.4866 -0.31
I -3.4998 -2.4605 0.0722 0.00
N 1.3451 -0.5864 1.2950 0.10
C 2.8409 -0.6323 1.3996 -1.59
B 3.3711 -0.6837 2.9286 0.69
C 4.0302 0.5502 3.6419 -1.04
O 3.1608 -1.8523 3.6125 -0.66
C 3.4538 -1.6947 0.5017 1.83
N 4.5189 -2.4206 1.1910 -0.54
C 4.0689 -1.0948 -0.7615 -1.39
Br 2.7388 -0.0266 -1.7141 -0.08
C 5.3416 -0.2896 -0.4548 0.53
C 6.6176 -0.9653 -0.9854 -1.54
C 2.3342 -2.6680 0.0779 -1.63
O 2.8472 -3.8618 -0.3649 -0.62
H -1.4873 -4.7526 2.6097 0.28
H -0.5913 -5.7151 3.7997 0.43
H -0.4028 -4.0074 3.7972 0.31
H 0.7835 -6.0009 1.8689 0.44
H 1.5462 -4.7935 2.8153 0.26
H -0.2274 -3.8879 0.6932 0.13
H -0.9374 -2.7121 1.9373 -0.13
H -0.9400 0.0891 2.5864 0.39
H -2.2829 -0.9775 2.4835 0.60
H -0.9761 0.6326 0.2925 0.30
H -2.6681 0.5985 0.7396 0.63
H -2.3231 -0.5670 -1.3897 0.03
H -1.0463 -1.5432 -0.7036 0.09
H 1.0404 0.0540 2.0209 0.46
H 3.1909 0.3226 1.0258 0.51
H 3.5514 1.4712 3.3214 0.35
H 3.8432 0.4584 4.7032 0.31
H 5.1001 0.5680 3.4597 0.34
H 3.9454 -2.1214 4.1146 0.32
H 5.0891 -2.9057 0.5086 0.36
H 4.0975 -3.1362 1.7739 0.33
H 4.3235 -1.9054 -1.4252 0.94
H 5.4078 -0.1330 0.6086 -0.03
H 5.2244 0.6862 -0.8980 0.22
H 6.9773 -0.4507 -1.8582 0.30
H 6.4163 -2.0028 -1.2128 0.41
H 7.3652 -0.9583 -0.2066 0.37
H 1.7470 -2.2241 -0.7284 0.65
H 2.7471 -3.9201 -1.3234 0.46
C -1.7156 1.9981 -1.9495 1.21
Cl -2.9292 0.9100 -2.6174 -0.20
Cl -0.0960 1.5608 -2.4986 -0.16
Cl -2.0893 3.6729 -2.3508 -0.14
H -1.7400 1.9091 -0.8713 -0.80
C 6.5341 3.5911 -0.9512 0.09
Cl 6.7174 2.7361 0.5875 -0.11
Cl 7.4438 5.0967 -0.9379 -0.12
Cl 7.0341 2.5696 -2.3012 -0.12
H 5.4868 3.8294 -1.0798 0.27
C -3.6236 4.3663 -6.0166 0.63
Cl -4.8620 5.5904 -5.7289 -0.10
Cl -4.3349 2.8777 -6.6414 -0.11
Cl -2.3891 4.9777 -7.1162 -0.13
H -3.1472 4.1374 -5.0724 -0.28
C -3.0548 -6.2552 -2.0136 -0.03
Cl -2.7094 -7.9790 -1.9720 -0.11
Cl -4.4386 -5.8696 -0.9873 -0.12
Cl -1.6241 -5.3252 -1.5324 -0.06
H -3.3023 -5.9821 -3.0305 0.32
C -6.9478 1.8568 -3.7343 -0.06
Cl -6.6641 0.1191 -3.5748 -0.13
Cl -8.1416 2.4054 -2.5607 -0.11
Cl -5.4369 2.7449 -3.5552 0.02
H -7.3351 2.0463 -4.7271 0.30
C -3.0508 5.1603 1.1019 0.11
Cl -2.7249 3.4217 1.2130 -0.10
Cl -4.2548 5.6400 2.2869 -0.08
Cl -1.5607 6.0804 1.2987 -0.12
H -3.4450 5.3616 0.1142 0.19
C -8.1481 7.5857 1.6325 0.05
Cl -7.3855 7.4033 3.2148 -0.12
Cl -7.0377 7.1171 0.3418 -0.10
Cl -9.6358 6.6452 1.5454 -0.12
H -8.3988 8.6290 1.4980 0.29
```

The multiplicity is 1. Its frontier orbital gap is 9.68 eV. The charge is +1.

Question: Which formula does entry 2 have?
Answer: C20H35PS3W

Question: Which value of charge does entry 1 give?
Answer: +1

Question: What is the multiplicity in the third record?
Answer: 3

Question: Number 3 is which compound?
Answer: C20H36AuN4P2S